Here is a cluster of 11 separate species, C9H39NO11 in total at a distorted geometry from the Open Molecules 2025 dataset. Energies are from ωB97M-V with the def2-TZVPD basis set.

Results
Orbital gap = 8.1 eV
Max |F| = 0.06863 Eh/bohr
Energy above the lowest of the compared OMol25 structures with the same formula, charge and spin = 88.3 kcal/mol

XYZ file:
```
60
C9H39NO11 | the Open Molecules 2025 dataset | ωB97M-V with the def2-TZVPD basis set
C 4.3077 2.4963 -2.3975
H 0.4830 0.6765 -1.8631
H 2.6553 0.5946 -1.3318
H 4.7276 3.8394 -4.8532
H -1.8922 -5.4737 0.4782
H -0.7724 -5.6760 1.4767
H 4.1774 2.1981 -5.2004
H -4.2835 -5.6731 4.9694
H -7.0215 -1.9489 1.3425
H -2.8803 -2.5548 7.8227
C 3.8625 3.1765 -4.8377
O -0.2050 0.0886 6.7126
H -5.6054 0.6499 -0.7571
C 1.9204 0.7758 -3.3787
H -4.4107 -0.0003 -0.0925
N 1.9219 2.2682 -3.4094
H 2.4273 4.5630 -1.9193
H -3.2198 -3.6955 6.8871
H -8.1175 -0.9182 1.5102
H 0.6686 0.3870 6.4597
H 5.3182 2.7292 -2.7331
H -0.5585 -0.3172 5.9210
H -4.8864 -0.0092 4.5922
C 3.0534 0.4268 -2.3325
H 4.9843 0.5486 -3.2754
H 2.0827 -1.4552 2.8711
H 5.1580 0.6557 -1.5776
H -3.0528 -3.1174 2.9533
H 4.2035 2.8490 -1.3714
H 3.4398 -0.1001 -4.8750
C 2.3713 0.0727 -4.7464
H -1.7241 1.6890 2.8084
H 0.5637 -0.8660 -2.7507
O -1.0655 -5.0938 0.7758
H -0.8078 2.2769 1.7565
C 2.9094 4.5696 -2.8969
H 1.8820 -0.8890 -4.9008
O 1.4199 -2.0579 3.2084
H 0.1918 2.9892 -3.6632
H 3.3933 -0.5930 -2.5132
H 2.0855 0.8119 -5.4948
C 3.2229 3.1186 -3.4005
O -2.8685 -2.3524 2.4083
C 0.5693 0.2196 -2.8490
O 0.9087 2.7305 -4.2469
O -5.2866 0.0958 5.4554
O -4.8292 0.8489 -0.2336
O -3.6081 -3.1044 7.5321
H -0.3063 0.4486 -3.4564
H 2.2194 4.9819 -3.6331
H -2.2927 -2.6822 1.7185
H 3.6913 5.3092 -2.7245
H 1.2463 -2.6552 2.4808
H -4.6874 -0.3506 6.0536
O -0.8717 2.1099 2.6968
H -3.2757 -6.5349 4.2389
H 3.1360 3.4396 -5.6065
O -7.7941 -1.7445 1.8692
O -3.3627 -5.7062 4.7101
C 4.4838 0.9347 -2.3873
```


Here is the molecule C4H4N2 at a distorted geometry from the Open Molecules 2025 dataset. Energies are from ωB97M-V with the def2-TZVPD basis set.

Results
Orbital gap = 10.6 eV
Max |F| = 0.16823 Eh/bohr
Energy above the lowest of the compared OMol25 structures with the same formula, charge and spin = 125.0 kcal/mol

XYZ file:
```
10
C4H4N2 | the Open Molecules 2025 dataset | ωB97M-V with the def2-TZVPD basis set
H 0.6293 0.7666 -1.2881
C -1.7522 0.4921 0.9494
H 0.3247 0.8764 1.6075
H 2.5026 -1.6695 -1.0687
N -1.4002 1.5769 0.3848
C 1.6236 -1.1616 -0.9012
H -2.5739 -0.1402 1.2158
C -0.2850 0.5964 0.7306
C 0.6042 0.0263 -0.5633
N 0.3270 -1.3634 -1.0669
```


Here is a structure of composition C50H57IN7O3STi at a distorted geometry from the Open Molecules 2025 dataset. Energies are from ωB97M-V with the def2-TZVPD basis set.

Results
Orbital gap = 4.5 eV
Charge = +1
Max |F| = 0.03283 Eh/bohr
Energy above the lowest of the compared OMol25 structures with the same formula, charge and spin = 39.4 kcal/mol

XYZ file:
```
120
C50H57IN7O3STi | the Open Molecules 2025 dataset | ωB97M-V with the def2-TZVPD basis set
H -6.8913 -3.0799 -3.3598
H -0.0525 -4.6094 -5.8442
N -0.7172 0.8735 1.3536
C -0.2756 2.1198 1.5909
C -3.6940 1.4252 -1.5694
C 3.0788 -3.6926 -1.5674
N -1.8376 0.4971 1.8260
H -6.2257 -1.8789 0.1517
H -1.7996 3.3203 -2.3304
C -1.4822 -2.8930 0.8166
C -2.1294 -0.8282 1.5752
C 5.0709 0.8412 -0.9098
C 3.8419 -3.5680 -2.8971
H 4.4688 -2.2884 3.0877
C -3.5628 -1.4275 -1.8490
N 0.8071 0.7000 -2.1934
H -3.9897 2.9789 0.6555
H 0.9792 -5.8020 -5.0437
C -3.3101 -1.3547 2.1083
H -0.7256 -3.4800 0.3041
C 3.8422 1.8376 1.3560
H -7.2499 -0.0974 -2.9984
C -2.8371 3.5376 -2.5689
H -2.6972 -5.9638 -5.1024
H -5.3354 -3.1807 -0.6491
O 0.5457 3.1497 -1.6852
H -3.9892 -0.6844 2.6161
H -3.0400 -5.1070 -3.6035
C -2.4491 0.7476 -1.3571
H 5.8109 2.1395 2.1191
C -7.3002 -0.7442 -2.1208
H -2.7199 -4.5755 1.2874
H -7.0948 -3.0886 -0.8014
C 2.6965 -3.2903 3.7717
C 0.8195 -2.3295 -1.4422
C -3.3678 3.4392 -0.1157
N 1.3450 -1.1588 2.5671
H -3.4875 4.5222 -0.0571
C 1.5182 3.7051 1.1471
H 3.2183 -4.1184 4.2314
O 1.1698 -1.3934 -0.6132
C 2.6741 -1.2441 2.5375
C -5.9686 -2.5085 -3.2508
C -3.5478 -2.7071 1.9895
C 0.6876 -2.1128 3.2223
N 1.6421 1.3493 0.4174
H 1.1901 5.6649 1.8691
C 0.9580 -4.3806 -2.6605
H 6.9253 1.2655 0.0832
H 3.1671 -2.7442 0.3794
C 1.5916 -3.4532 -1.8626
H 3.5011 -4.3029 -3.6282
C -3.7826 2.9460 -1.5102
C -4.7853 0.6329 -1.8077
H 4.3260 -5.2469 -0.7334
H 2.9897 -5.8853 -1.6838
H 0.1219 -7.0156 -2.9508
H -0.3878 -2.0090 3.2917
H 3.3623 2.1896 2.2600
H -5.8378 -1.8982 -4.1458
C 3.2746 -5.1005 -0.9826
C 0.8089 4.6531 1.8203
C 3.6860 0.8697 -0.8371
C -0.3714 -4.3010 -3.1451
C -0.5348 -2.2214 -1.9631
C 3.3884 -2.2735 3.1347
H -2.9482 4.6225 -2.5954
H 3.0873 0.5073 -1.6598
C 1.3156 -3.1991 3.8093
S 0.9272 2.1210 -2.6487
H -7.4547 -0.1324 -1.2303
H -2.3258 3.2053 0.0816
C -0.4240 4.3542 2.4534
C -5.1998 3.4422 -1.8026
C -0.9207 -5.4136 -4.0235
C -2.5978 -3.5042 1.3579
H -5.7400 1.1224 -1.9251
H -3.4994 -2.5052 -1.8923
C 1.0188 2.3803 1.0297
C -0.0531 -5.5464 -5.2851
C 3.0471 1.3787 0.2941
C 3.6782 -2.6972 -0.5792
C -0.8933 -6.7283 -3.2273
C -2.3794 -0.6770 -1.6511
C -6.1797 -2.4966 -0.7476
H -0.9450 5.1268 3.0014
H -5.5277 3.1468 -2.8014
H -1.4840 -6.6347 -2.3140
H 1.5371 -5.2409 -2.9693
H -1.9176 2.8573 2.7696
H -8.1727 -1.3872 -2.2348
C -0.9619 3.1142 2.3355
C -2.3637 -5.1488 -4.4606
Ti 0.1631 0.1624 -0.4033
H 3.1924 -0.4507 2.0199
H 2.4402 3.9558 0.6440
C 5.2217 1.7948 1.2793
H -2.0780 -3.0261 -3.2227
H -2.4479 -4.2228 -5.0322
H -5.1417 -3.2174 -3.1940
C -6.0482 -1.6166 -2.0007
N -1.1195 -1.0895 -1.5650
I 0.1571 -4.6890 4.7285
H 3.6996 -2.5735 -3.3241
H 2.6855 -5.2202 -0.0712
H -5.2075 4.5307 -1.7599
H -0.4530 -6.3306 -5.9287
H -4.4474 -3.1479 2.3976
N -1.2571 -1.5856 0.8917
C -1.0978 -3.1984 -2.8084
H 5.5525 0.4552 -1.7995
C -4.7670 -0.7939 -1.8837
H 4.7310 -2.9383 -0.4214
H -5.9145 3.0733 -1.0641
H 4.9083 -3.7255 -2.7294
H -3.0755 3.1457 -3.5600
H -1.3211 -7.5304 -3.8298
C 5.8458 1.3012 0.1412
O -1.3678 1.2786 -0.9380
H 3.6156 -1.6817 -0.9533
```


Here is a cluster of 2 separate species, C3H7ClOS in total at a distorted geometry from the Open Molecules 2025 dataset. Energies are from ωB97M-V with the def2-TZVPD basis set.

Results
Orbital gap (spin up / spin down) = 8.8 / 6.8 eV
Max |F| = 0.09757 Eh/bohr
Energy above the lowest of the compared OMol25 structures with the same formula, charge and spin = 102.1 kcal/mol

XYZ file:
```
13
C3H7ClOS | the Open Molecules 2025 dataset | ωB97M-V with the def2-TZVPD basis set
H -0.0253 1.6765 -2.3040
S 1.2487 -1.9713 1.1857
H 0.2911 -2.7580 1.6060
H -0.3220 -0.6646 2.4094
Cl 0.3949 -1.2145 -1.8216
O 1.0161 0.5446 1.6717
H -1.8301 -0.4060 -1.2622
C -0.4735 1.2989 -1.2546
C -0.8059 -0.1840 -1.1274
H 1.4423 0.7327 0.7577
C 0.4011 -0.5862 1.6734
H -1.4217 1.9111 -1.1376
H 0.0845 1.6208 -0.3964
```


Here is the molecule C4H7NO at a distorted geometry from the Open Molecules 2025 dataset. Energies are from ωB97M-V with the def2-TZVPD basis set.

Results
Orbital gap = 9.4 eV
Max |F| = 0.07115 Eh/bohr
Energy above the lowest of the compared OMol25 structures with the same formula, charge and spin = 123.5 kcal/mol

XYZ file:
```
13
C4H7NO | the Open Molecules 2025 dataset | ωB97M-V with the def2-TZVPD basis set
H -0.2041 -0.1664 -2.9187
H -1.1335 1.6866 1.0905
H 0.3975 2.1448 1.6086
H 0.3747 -2.4080 -0.6631
O -0.0732 1.6051 -1.1687
C 0.2346 -1.7087 0.0680
H -0.7719 -1.8004 0.5717
C -0.1349 1.3342 1.2302
N 0.3478 0.8792 -0.0375
C -0.2980 0.0263 -1.8330
H 0.0491 0.5166 1.9043
H 1.1330 -1.7300 0.7476
C 0.0790 -0.3794 -0.5999
```


Here is a structure of composition C18H20IrN4O3 from the Open Molecules 2025 dataset. Energies are from ωB97M-V with the def2-TZVPD basis set.

Results
Orbital gap (spin up / spin down) = 6.9 / 5.0 eV
Charge = +2
Multiplicity = 2
Max |F| = 0.01009 Eh/bohr
Energy above the lowest of the compared OMol25 structures with the same formula, charge and spin = 1.3 kcal/mol
⟨S²⟩ = 0.792

XYZ file:
```
46
C18H20IrN4O3 | the Open Molecules 2025 dataset | ωB97M-V with the def2-TZVPD basis set
N 1.9383 0.4713 0.7561
O 1.1227 0.4240 -2.0163
H 2.4881 -4.0447 -3.5262
H 5.3877 1.3317 -0.7815
N 0.5450 -2.4230 -2.3903
H 0.5177 -3.0251 -3.1959
C 2.3287 0.7786 -2.2040
C 4.6218 1.2352 -1.5412
N 2.3112 -3.5997 -1.4750
C 1.6431 0.5372 2.1989
H 3.8876 1.0452 0.9375
H -3.4419 -2.9646 2.2585
C 1.4196 -2.6221 -1.4109
H 3.3195 -5.1381 -2.4316
C 3.0753 0.7742 0.2653
H 1.3756 -1.5852 2.5138
C -4.4907 -2.9081 0.4024
C -3.4594 -1.6230 -1.3700
H -0.1291 -1.6694 -2.3268
C 2.6955 1.0921 -3.5565
H -5.3095 -3.5211 0.7501
H 1.5619 -5.2445 -2.5772
C -2.3644 -1.8070 0.7971
C 0.7796 -0.6713 2.5660
C 2.4111 -4.5604 -2.5688
H 2.5515 0.6062 2.7964
H 2.8951 -3.7131 -0.6622
H 0.3730 -0.5705 3.5712
H -3.4619 -1.2200 -2.3738
H 5.9728 1.7600 -3.1266
O 1.4300 -1.8956 -0.3421
C -1.3543 -1.4974 1.7638
H 1.9099 1.0354 -4.2978
C 3.3415 0.8861 -1.1638
H -1.4979 -1.8849 2.7713
C 3.9774 1.4332 -3.8805
C 4.9553 1.4932 -2.8756
O -1.3941 -0.5774 -1.0640
H 4.2401 1.6612 -4.9042
Ir 0.3454 -0.2368 -0.2292
C -3.4446 -2.6032 1.2373
C -4.4942 -2.4025 -0.9045
C -2.3690 -1.3314 -0.5444
N -0.2974 -0.7810 1.5555
H 1.0585 1.4496 2.3418
H -5.3272 -2.6244 -1.5585
```


Here is a structure of composition C33H66FN8NbO2P at a distorted geometry from the Open Molecules 2025 dataset. Energies are from ωB97M-V with the def2-TZVPD basis set.

Results
Orbital gap = 6.5 eV
Charge = -1
Max |F| = 0.08449 Eh/bohr

XYZ file:
```
112
C33H66FN8NbO2P | the Open Molecules 2025 dataset | ωB97M-V with the def2-TZVPD basis set
N -9.7850 4.2366 3.2636
H 0.6561 0.8051 -1.4253
C 4.9889 0.6957 6.7334
C -0.4016 0.4833 -1.7057
H -0.9007 0.6542 1.3133
C 1.0974 -0.6130 -7.8157
N -1.6847 2.1057 4.4233
H 5.6594 1.2302 7.4124
C 1.3338 6.8930 2.9935
H 0.4125 5.8746 4.6479
H -2.6008 -1.2541 4.1593
H 2.8067 0.3557 8.5035
C -2.3150 -4.7590 -7.1397
H -1.1200 -2.4839 1.6233
H -2.4504 -6.4442 -9.2984
H 3.9163 0.2463 0.8386
H 2.4823 2.0500 3.0417
H -0.3281 -1.4642 4.6246
H 4.3084 1.6189 2.8318
H 3.2835 -1.5084 2.1361
H -0.1268 -2.6291 -9.3288
H 5.2939 -1.2200 7.6544
H -6.0359 2.5209 2.4519
H -5.5509 2.3020 4.1365
Nb 0.4718 -1.6250 1.8619
N 3.5336 -0.6486 -8.7696
C -3.0468 -6.0223 -7.2596
H 4.3206 0.2616 9.4191
H -3.8392 -4.3539 -9.4045
H -3.9687 -5.9721 -6.6739
O -3.7791 1.1710 4.1056
C -3.3732 -6.3641 -8.7149
C 2.9267 0.5338 1.3508
H -1.3652 2.0327 5.3938
C 4.1749 -0.7517 -4.2745
H -7.8497 1.6320 4.7575
C -2.5396 0.9785 4.0446
H 0.7216 6.4278 2.2175
H 3.8034 -1.1158 6.7288
C 3.6861 -0.2623 8.6987
H -9.5032 1.1135 2.9587
H 3.3421 -1.1904 9.1607
H -6.6751 3.5907 3.7119
C -0.4533 -0.6982 3.7744
P 1.2738 -3.6786 3.2467
H 1.0562 0.0541 -6.9500
O 2.1448 -4.5283 2.2611
H 3.3974 2.6784 1.5892
C 1.4174 6.0168 4.2375
C -8.7426 1.8828 2.7998
C 1.3038 3.8471 3.0274
H 3.7845 -0.9107 -5.2853
H -0.5586 2.7119 -2.0284
H 3.5931 -2.7231 -3.6067
H -0.5859 -1.4984 -0.7488
H -2.0747 -0.4890 -0.4612
C -7.5432 1.5957 3.7070
H 4.6427 1.3255 -4.5818
H 2.3285 7.0798 2.5797
N 3.0652 2.2879 5.9649
H 2.1485 -3.2679 4.3072
N -0.3011 0.0242 0.7690
H -0.3616 -1.9216 -6.9431
H -2.2573 -0.6060 2.4771
C 2.4934 -0.6840 2.2838
C 3.3077 1.7819 2.2981
C 3.9130 1.5875 6.2968
H -1.8187 2.0661 -0.8296
H -0.9082 2.2403 3.7645
N 1.5642 1.5362 -3.9423
H 2.1645 4.1154 4.9109
H 1.2934 -2.4085 -6.6198
H -8.4389 1.8164 1.7515
H 4.4663 0.8838 -2.8913
H -3.8538 -7.3464 -8.7454
H 2.3828 -1.4834 -3.2788
C 0.5569 -2.9887 -8.5547
H 0.4142 -0.2034 -8.5649
H 2.2135 0.8016 0.5188
C -6.3858 2.5606 3.4867
C 4.0487 0.7233 -3.8892
N -1.7516 -3.7603 -7.0520
C -9.3335 3.1982 3.0614
H 5.5843 0.4039 5.8645
H 1.5405 -3.1396 -9.0077
H 3.8493 -1.5695 -2.2902
F 2.5955 -0.3472 3.7183
H 2.0001 6.5425 5.0001
H 3.0862 4.8072 3.5866
C 4.4516 -0.5635 7.4162
H -7.1932 0.5774 3.5138
H -0.4354 -0.0528 -2.7041
H -5.2422 -5.2680 -8.8272
C 3.4567 -1.6825 -3.3039
H -2.4427 -6.8260 -6.8307
C 0.6286 -2.0070 -7.3919
C -4.2970 -5.3452 -9.3708
H 0.1815 -4.5025 3.6858
H 1.1226 -2.4382 0.3432
N 0.6997 3.2167 2.2761
C -1.2658 1.8515 -1.7962
C 2.0721 4.6600 3.9690
C 2.4641 -0.6267 -8.3457
C -2.0372 -0.4573 3.5881
H -4.5192 -5.6421 -10.3983
H -2.0338 1.7950 -2.6458
H 0.1994 -3.9581 -8.2111
C 2.6595 1.1858 -3.9248
H 5.2356 -1.0187 -4.2989
H 0.8811 7.8569 3.2385
C -0.9408 -0.4380 -0.4903
H 0.1130 0.2354 4.1088
```


Here is a cluster of 2 separate species, C4H8O3 in total at a distorted geometry from the Open Molecules 2025 dataset. Energies are from ωB97M-V with the def2-TZVPD basis set.

Results
Orbital gap = 9.7 eV
Max |F| = 0.02375 Eh/bohr
Energy above the lowest of the compared OMol25 structures with the same formula, charge and spin = 54.4 kcal/mol

XYZ file:
```
15
C4H8O3 | the Open Molecules 2025 dataset | ωB97M-V with the def2-TZVPD basis set
H -2.6694 1.6701 -1.5790
H 2.9041 -2.4169 1.0414
C -2.2892 0.6476 -1.5443
H -2.6021 0.1767 -0.6075
H -1.2023 0.6785 -1.6017
O 0.9195 1.1696 1.6184
H -0.4199 -0.8774 -0.6542
O 1.3248 -1.4322 0.2136
C 0.3273 -0.3763 -0.0688
C 0.1552 0.7753 0.6166
C 2.3140 -1.4860 1.0795
H -0.6402 1.4983 0.3589
O 2.6393 -0.6384 1.8936
H 1.6479 0.4581 1.7907
H -2.6642 0.0658 -2.3884
```